Entry 1:
Here is a cluster of 2 separate species, Cl3F2NP2S in total from the Open Molecules 2025 dataset. Energies are from ωB97M-V with the def2-TZVPD basis set.

Summary:
Orbital gap (spin up / spin down) ... 7.61 / 7.61 eV
Largest force on an atom ... 2.99 eV/Å
ΔE to the lowest compared entry with this formula, charge and spin ... 378.3 kJ/mol

Last columns: bonded neighbours and bond lengths (Å).
Atoms and positions in Å:
1 N 0.50293 -0.90479 1.00807  P4 1.567
2 F -1.49952 -0.51668 -1.24856  P5 1.591
3 F -2.89831 -1.11964 0.43398  P5 1.643
4 P 1.51297 -0.09993 0.12106  N1 1.567, Cl7 2.080, Cl8 2.095, Cl9 2.010
5 P -1.77520 0.05862 0.20916  F2 1.591, F3 1.643, S6 1.953
6 S -2.26354 1.85034 0.81432  P5 1.953
7 Cl 1.33181 -0.53745 -1.90410  P4 2.080
8 Cl 1.71370 1.98252 0.00190  P4 2.095
9 Cl 3.37516 -0.71299 0.56417  P4 2.010

Results of the natural (NBO) charge analysis, in e, for atoms 1 through 8:
1. N -1.08
2. F -0.54
3. F -0.54
4. P 1.41
5. P 1.76
6. S -0.34
7. Cl -0.25
8. Cl -0.24


Entry 2:
Here is a cluster of 5 separate species, H8O3S2 in total from the Open Molecules 2025 dataset. Energies are from ωB97M-V with the def2-TZVPD basis set.

Summary:
Orbital gap ... 3.51 eV
Largest force on an atom ... 0.59 eV/Å
ΔE to the lowest compared entry with this formula, charge and spin ... 563.9 kJ/mol

Last columns: bonded neighbours and bond lengths (Å).
Atoms and positions in Å:
1 S 2.18918 0.98290 0.96693  H3 1.339
2 S -1.48889 -0.60169 -1.16146  H4 1.342
3 H 1.86489 2.19991 1.42047  S1 1.339
4 H -1.98233 -1.40370 -2.11762  S2 1.342
5 H 2.27343 2.50300 -1.89228  O7 0.964
6 H 1.59959 1.33947 -1.20030  O7 0.972
7 O 1.72915 1.73064 -2.08099  H5 0.964, H6 0.972
8 H 0.69846 -0.72960 0.26167  O10 0.969
9 H 1.10702 -2.13591 0.77252  O10 0.969
10 O 0.64025 -1.32520 1.02441  H8 0.969, H9 0.969
11 H -2.91832 -1.00514 0.56904  O13 0.971
12 H -2.53224 -0.49472 1.93518  O13 0.963
13 O -3.18019 -1.05997 1.50241  H11 0.971, H12 0.963

Results of the natural (NBO) charge analysis, in e, for atoms 1 through 8:
1. S -0.17
2. S -0.18
3. H 0.12
4. H 0.12
5. H 0.46
6. H 0.47
7. O -0.94
8. H 0.50


Entry 3:
Here is the molecule C22H19ClN2O8S from the Open Molecules 2025 dataset. Energies are from ωB97M-V with the def2-TZVPD basis set.

Summary:
Orbital gap ... 9.26 eV
Largest force on an atom ... 1.29 eV/Å

Last columns: bonded neighbours and bond lengths (Å).
Atoms and positions in Å:
1 C 3.29155 -4.26130 -4.99653  C2 1.502, H51 1.089, H52 1.086, H53 1.085
2 C 1.91867 -3.81640 -4.58047  C1 1.502, O3 1.203, O4 1.339
3 O 1.10544 -3.29801 -5.29942  C2 1.203
4 O 1.70903 -4.07043 -3.28236  C2 1.339, C5 1.429
5 C 0.45827 -3.66590 -2.72233  O4 1.429, C6 1.508, H49 1.095, H50 1.092
6 C 0.48419 -2.22827 -2.26937  C5 1.508, C7 1.341, C42 1.499
7 C 0.97783 -1.89063 -1.06879  C6 1.341, N8 1.382, C45 1.502
8 N 0.95023 -0.58279 -0.62244  C7 1.382, C9 1.372, C39 1.443
9 C 1.77330 0.17622 0.17087  N8 1.372, O10 1.194, C11 1.543
10 O 2.59575 -0.11810 0.98493  C9 1.194
11 C 1.15547 1.47556 -0.38631  C9 1.543, N12 1.423, H38 1.093, C39 1.549
12 N 0.43600 2.25206 0.56409  C11 1.423, C13 1.366, H37 1.010
13 C 0.50987 3.61352 0.64809  N12 1.366, O14 1.210, C15 1.471
14 O 1.14636 4.30265 -0.11688  C13 1.210
15 C -0.29200 4.13251 1.76718  C13 1.471, C16 1.371, O19 1.355
16 C -0.59121 5.40080 2.19248  C15 1.371, C17 1.413, H36 1.070
17 C -1.43185 5.25388 3.31870  C16 1.413, C18 1.368, H35 1.070
18 C -1.59001 3.90802 3.50463  C17 1.368, O19 1.341, C20 1.504
19 O -0.90364 3.23086 2.57207  C15 1.355, C18 1.341
20 C -2.35286 3.09041 4.51003  C18 1.504, O21 1.409, H33 1.101, H34 1.094
21 O -1.91856 1.75019 4.53238  C20 1.409, C22 1.366
22 C -2.04867 0.99009 3.40439  O21 1.366, C23 1.392, C27 1.396
23 C -2.96022 1.23355 2.38054  C22 1.392, C24 1.384, H32 1.079
24 C -3.01016 0.39554 1.28006  C23 1.384, C25 1.384, H31 1.079
25 C -2.14961 -0.68501 1.19742  C24 1.384, C26 1.387, Cl30 1.735
26 C -1.23637 -0.94571 2.20815  C25 1.387, C27 1.381, H29 1.079
27 C -1.19330 -0.10913 3.30556  C22 1.396, C26 1.381, H28 1.078
28 H -0.49078 -0.28836 4.10320  C27 1.078
29 H -0.56015 -1.78291 2.12936  C26 1.079
30 Cl -2.21595 -1.72714 -0.18756  C25 1.735
31 H -3.71971 0.58529 0.49002  C24 1.079
32 H -3.63431 2.07471 2.42086  C23 1.079
33 H -3.43454 3.16337 4.32042  C20 1.101
34 H -2.16218 3.46951 5.51840  C20 1.094
35 H -1.85947 6.03715 3.90959  C17 1.070
36 H -0.24827 6.31258 1.74990  C16 1.070
37 H -0.09246 1.75194 1.26410  N12 1.010
38 H 1.84158 2.12818 -0.93169  C11 1.093
39 C 0.30642 0.53196 -1.27412  N8 1.443, C11 1.549, H40 1.092, S41 1.820
40 H -0.77218 0.57185 -1.10719  C39 1.092
41 S 0.63161 0.45673 -3.06282  C39 1.820, C42 1.828
42 C -0.07430 -1.22169 -3.22932  C6 1.499, S41 1.828, H43 1.091, H44 1.093
43 H 0.14242 -1.52567 -4.25395  C42 1.091
44 H -1.15798 -1.13648 -3.11169  C42 1.093
45 C 1.55310 -2.85521 -0.07128  C7 1.502, O46 1.201, O47 1.325
46 O 1.05873 -3.07006 1.00187  C45 1.201
47 O 2.66182 -3.43177 -0.51161  C45 1.325, H48 0.972
48 H 3.03591 -4.02734 0.15874  O47 0.972
49 H -0.32766 -3.80263 -3.47312  C5 1.095
50 H 0.29024 -4.33797 -1.87843  C5 1.092
51 H 3.96762 -3.41331 -4.90144  C1 1.089
52 H 3.27616 -4.57537 -6.03599  C1 1.086
53 H 3.63962 -5.06125 -4.35124  C1 1.085

Results of the natural (NBO) charge analysis, in e, for atoms 1 through 8:
1. C -0.71
2. C 0.81
3. O -0.61
4. O -0.50
5. C -0.11
6. C -0.03
7. C 0.09
8. N -0.45